(1)
Formula: CH6N2O
Source: the Open Molecules 2025 dataset
Level of theory: ωB97M-V with the def2-TZVPD basis set

XYZ file:
```
10
Properties=species:S:1:pos:R:3:forces:R:3
C 0.07159 -1.17231 -0.01228 -0.079 0.130 0.121
N 0.71482 -0.15302 0.64146 0.191 -0.279 -0.018
N -1.09657 1.05057 -0.28815 0.448 0.425 0.503
O 1.81903 0.21752 -0.05808 -0.375 -0.080 0.089
H 2.14932 0.99679 0.41192 -0.087 -0.104 -0.021
H -1.66149 0.96854 0.56266 -0.020 -0.060 -0.085
H -1.32805 1.98623 -0.64572 -0.366 -0.375 -0.365
H -0.51103 -1.79115 0.66425 0.112 0.001 0.132
H 0.65711 -1.71506 -0.75366 -0.157 0.179 -0.125
H -0.81472 -0.38810 -0.52240 0.333 0.163 -0.231
```
Forces are in eV/Å.

Calculated values
Highest occupied orbital energy (alpha / beta), eV: -9.383 / -8.139
Kohn-Sham gap (alpha / beta), eV: 9.7 / 7.6
Relative energy (zero: lowest compared OMol25 entry of this formula, charge and spin), eV: 6.1602



(2)
Formula: C31H39F9InN5O7P5S
Source: the Open Molecules 2025 dataset
Level of theory: ωB97M-V with the def2-TZVPD basis set

XYZ file:
```
98
Properties=species:S:1:pos:R:3:forces:R:3
In 0.28610 -0.36280 0.43360 -0.350 -1.339 -0.398
O 4.05400 1.90070 -0.07660 -0.213 -0.352 -0.257
P 2.75560 1.37450 0.66030 1.069 0.550 -0.656
O 2.92970 1.23300 2.12540 0.034 0.063 0.279
O 2.32760 0.15120 -0.12410 -0.244 0.046 -0.138
O 1.67210 2.52370 0.33850 -0.028 -0.194 0.422
P 0.43490 2.66370 1.38370 -0.456 0.527 0.061
O 1.11010 3.04020 2.74960 -0.329 0.484 -0.040
O -0.51420 3.65950 0.87900 -0.065 0.434 0.074
O -0.16790 1.25760 1.54500 0.147 -0.012 0.064
H 4.58630 2.47170 0.47500 0.283 0.301 0.250
H 1.87700 2.44610 2.85390 0.378 -0.255 0.212
N -2.48240 2.50870 -0.63670 0.102 0.031 0.386
N -2.11350 2.83460 -1.94910 0.086 0.365 -0.171
C -1.16380 2.15990 -2.58670 -0.224 -0.211 0.071
N -0.87180 2.51380 -3.84740 -0.048 0.191 0.083
S -0.35740 0.79360 -1.95820 -0.013 0.145 -0.319
H -3.39440 2.90790 -0.44300 -0.001 -0.083 -0.225
H -1.79650 2.90810 0.03250 -0.121 0.189 -0.329
H -2.42410 3.71830 -2.34670 0.093 -0.186 0.200
H -1.31130 3.29630 -4.30300 0.003 -0.025 -0.035
H -0.15410 2.00530 -4.33440 0.001 0.098 0.073
C 3.74300 -1.69810 1.87390 -0.212 0.228 0.127
P 2.06560 -2.21850 1.35390 0.115 -0.761 -0.019
C 1.67350 -3.61400 2.48290 0.008 0.382 -0.188
C 2.54750 -3.11960 -0.18090 -0.022 0.033 0.125
C 1.37190 -3.51800 -1.06330 -0.085 0.106 -0.112
P 0.63860 -2.00260 -1.80970 0.115 -0.735 -0.237
C -0.56350 -2.69670 -3.01240 0.057 0.315 0.344
C 1.98250 -1.46560 -2.92880 -0.107 0.153 0.224
H 4.27830 -2.54850 2.29280 -0.026 -0.083 -0.041
H 3.71430 -0.88120 2.58760 0.059 -0.030 0.036
H 4.26300 -1.32560 0.99540 0.054 -0.004 -0.042
H 2.57250 -4.18310 2.71510 0.065 0.009 -0.047
H 0.95940 -4.27240 1.99530 -0.144 -0.057 -0.025
H 1.22860 -3.23330 3.39750 -0.067 0.007 0.070
H 3.12590 -3.99880 0.12080 0.015 0.100 -0.034
H 3.20500 -2.45170 -0.74000 0.131 -0.053 0.081
H 0.60070 -4.03700 -0.48870 0.000 -0.053 -0.033
H 1.71310 -4.18420 -1.86140 -0.100 -0.002 0.023
H -0.04800 -3.38600 -3.68060 0.033 -0.009 -0.008
H -0.98800 -1.87270 -3.58470 -0.049 -0.036 -0.007
H -1.36560 -3.22270 -2.50200 -0.102 -0.017 -0.006
H 2.49520 -2.33590 -3.34440 -0.033 0.032 0.012
H 2.67520 -0.83640 -2.37120 0.044 0.006 -0.118
H 1.54160 -0.87400 -3.73070 0.062 -0.017 0.043
F -6.06910 0.62320 6.07330 0.116 -0.230 0.041
C -5.93160 1.36200 4.96300 -0.296 0.112 0.169
F -5.48490 2.56140 5.34830 0.252 0.142 -0.105
F -7.17020 1.54900 4.47650 -0.059 -0.048 -0.199
C -5.03720 0.69760 3.94820 0.056 0.079 0.035
C -5.15370 -0.67380 3.75870 0.035 0.146 -0.004
C -4.35290 -1.30640 2.82630 0.060 0.074 0.011
C -3.41710 -0.56800 2.10600 0.338 0.137 0.059
C -3.31740 0.80810 2.28800 -0.016 -0.106 -0.048
C -4.13400 1.44550 3.20630 -0.208 -0.068 0.093
P -2.31270 -1.34160 0.87510 -0.498 -0.071 0.006
C -3.54450 -1.47450 -0.47420 0.365 0.055 -0.188
C -4.47010 -2.50810 -0.58850 0.016 -0.001 -0.061
C -5.40330 -2.48510 -1.60930 -0.011 0.083 -0.053
C -5.41740 -1.42780 -2.50990 0.011 0.127 -0.054
C -4.51810 -0.37950 -2.38230 -0.273 -0.200 -0.065
C -3.59220 -0.40300 -1.35710 0.186 -0.055 0.054
C -6.41160 -1.44270 -3.64220 -0.092 -0.060 -0.270
F -6.47860 -0.26850 -4.28210 0.093 0.216 0.049
F -6.08660 -2.36340 -4.56850 0.144 -0.135 0.037
F -7.65030 -1.73710 -3.23080 -0.068 -0.060 0.232
C -2.07050 -3.05020 1.42780 0.069 -0.074 0.017
C -1.95780 -4.06900 0.48340 0.041 0.107 0.042
C -1.66330 -5.36150 0.87450 0.068 -0.120 0.157
C -1.47920 -5.63980 2.22230 -0.060 0.038 0.037
C -1.57810 -4.63070 3.17140 -0.037 -0.232 -0.125
C -1.86610 -3.33940 2.77370 0.019 0.058 -0.077
C -1.08580 -7.02510 2.65830 0.281 -0.268 0.051
F -1.54630 -7.98040 1.84700 -0.207 0.025 -0.257
F -1.50080 -7.31700 3.89230 -0.173 0.142 0.199
F 0.25860 -7.15320 2.66730 0.156 0.151 -0.040
H -5.85620 -1.23420 4.35510 -0.090 -0.105 0.013
H -4.44610 -2.37220 2.68480 0.005 -0.118 -0.017
H -2.56790 1.36540 1.74560 0.048 0.050 -0.008
H -4.05980 2.50990 3.36690 0.057 0.088 0.005
H -4.47210 -3.33120 0.10780 0.000 -0.117 0.086
H -6.12380 -3.28170 -1.71150 -0.071 -0.101 0.028
H -4.54750 0.44080 -3.08140 -0.001 0.113 -0.045
H -2.90540 0.41860 -1.21630 -0.045 -0.024 -0.085
H -2.11090 -3.84820 -0.56310 -0.025 -0.045 -0.070
H -1.57850 -6.15040 0.14280 -0.018 -0.079 -0.067
H -1.42420 -4.86410 4.21260 0.012 0.018 0.144
H -1.90380 -2.54800 3.50340 -0.047 -0.004 0.121
N 0.94530 0.57260 4.95980 0.215 0.101 -0.012
C -0.40010 0.72170 5.10740 -0.511 -0.050 0.069
C -0.96410 -0.18750 4.26730 -0.061 0.284 0.350
N 0.00260 -0.87180 3.58960 0.236 -0.255 -0.091
C 1.13690 -0.38980 4.03980 0.105 -0.277 -0.113
H 1.65710 1.11280 5.42250 0.009 -0.062 -0.034
H -0.84450 1.42780 5.77590 -0.020 0.183 0.172
H -2.00330 -0.38870 4.12540 -0.246 0.026 0.046
H 2.10680 -0.73430 3.74890 0.225 0.130 -0.009
```
Forces are in eV/Å.

Calculated values
Total charge: +1
Highest occupied orbital energy, eV: -11.244
Kohn-Sham gap, eV: 8.5
Relative energy (zero: lowest compared OMol25 entry of this formula, charge and spin), eV: 0.0000



(3)
Formula: C3H4NO
Source: the Open Molecules 2025 dataset
Level of theory: ωB97M-V with the def2-TZVPD basis set

XYZ file:
```
9
Properties=species:S:1:pos:R:3:forces:R:3
C -0.84796 0.51413 0.00336 -4.495 0.083 -1.640
C 1.27048 0.66417 -0.04034 2.266 -1.178 -0.802
C -0.35956 -0.84959 0.07819 0.314 -1.019 1.624
N 1.06904 -0.56312 0.11625 0.621 -1.154 -0.618
O 0.05217 1.37865 -0.14893 -0.553 0.653 0.359
H -1.96093 0.83211 -0.13640 2.202 -0.283 0.598
H 2.27103 1.15737 -0.29764 -1.898 -0.334 0.847
H -0.68597 -1.43247 1.02604 0.428 1.268 -0.725
H -0.80830 -1.70125 -0.60052 1.115 1.963 0.357
```
Forces are in eV/Å.

Calculated values
Total charge: +1
Highest occupied orbital energy, eV: -16.803
Kohn-Sham gap, eV: 10.1
Relative energy (zero: lowest compared OMol25 entry of this formula, charge and spin), eV: 1.3121



- Which formula does entry 3 have?
  C3H4NO